11
Properties=species:S:1:pos:R:3:forces:R:3:lowdin_charge:R:1 method="wB97M-V/def2-TZVPD" charge=0 lumo_ha=0.0314 gap_ha=0.3941 e_above_lowest_kj_mol=333.5 total_energy_ev=-7658.999
N 0.76326 1.88547 0.85863 -0.8 -0.8 0.1 0.1162
C 0.29943 0.75293 0.49327 -0.2 -0.2 -0.2 -0.4662
C -0.25444 0.40466 -0.88652 0.0 0.5 -0.5 -0.1729
N -0.34566 -1.02730 -1.04168 0.0 0.0 0.0 0.0227
C -0.27469 -1.57453 0.07056 -0.7 1.4 -0.4 -0.0747
N -0.01336 -0.35001 1.32055 -1.2 -2.5 -1.8 0.1090
H 0.57934 2.59649 0.13598 0.5 -0.5 0.1 0.0527
H -1.25988 0.82076 -0.98684 0.0 0.1 -0.1 0.1274
H 0.38646 0.81582 -1.65939 -0.1 0.2 -0.2 0.1132
H -0.25636 -2.69637 0.15699 -0.1 1.3 0.8 0.1342
H 0.48599 -1.21518 1.41321 2.6 0.7 2.2 0.0386